*1*
Formula: H12O6
Source: the OMol25 dataset
Level of theory: ωB97M-V/def2-TZVPD

Element x y z (Å)
O: 2.10072 0.56461 -0.50722
H: 2.77372 -0.00539 -0.17022
H: 1.28672 -0.00439 -0.40922
O: -1.90928 1.17961 0.43078
H: -2.56928 1.28161 1.08078
H: -1.81128 2.12761 0.05578
O: 0.17172 -0.48539 -0.50622
H: -0.29128 0.27361 -0.10422
H: -0.01028 -1.46139 -0.39622
O: 0.63972 0.71061 -3.05722
H: 0.41072 0.15961 -2.20822
H: 0.35772 0.12361 -3.63022
O: 0.27372 1.59561 2.27178
H: -0.30628 1.39261 1.50178
H: -0.35728 2.15361 2.88578
O: -0.11628 -2.90039 1.13378
H: -1.08028 -3.22239 0.93978
H: 0.43672 -3.48339 0.68878

As for the net charge: 0. As for the spin multiplicity: 1.

Charges obtained by Mulliken population analysis, quoted in units of e: -0.7280, 0.2628, 0.4772, -0.7245, 0.2902, 0.3640, -0.6867, 0.3187, 0.2502, -0.5791, 0.4193, 0.2795, -0.6100, 0.3663, 0.3009, -0.6780, 0.3514, 0.3255


*2*
Formula: H12O6
Source: the OMol25 dataset
Level of theory: ωB97M-V/def2-TZVPD

Element x y z (Å)
H: -0.12503 2.15848 -0.30405
H: -0.39479 2.14639 -2.08884
H: -1.33957 0.20110 -0.73952
H: -1.50110 -1.35525 -0.82011
H: -0.73984 -0.64510 1.40626
H: 0.10996 -0.95773 2.77620
H: 0.72473 0.27349 -0.82798
H: 0.84013 -0.51942 0.42565
H: 0.25260 1.69629 1.70718
H: 1.83716 2.19416 1.12085
H: 0.49435 -1.90188 -0.93857
H: -0.12867 -3.11417 -2.08199
O: -0.30093 1.65271 -1.18208
O: -1.56398 -0.56924 -0.19063
O: 0.03739 -0.34383 2.04023
O: 1.15106 -0.54356 -0.45413
O: 0.81451 2.42684 1.29758
O: -0.16796 -2.79928 -1.14607

Its SMILES is O.O.O.O.O.O. As for the net charge: 0. As for the spin multiplicity: 1.

Charges obtained by Mulliken population analysis, quoted in units of e: 0.4014, 0.2786, 0.3657, 0.3749, 0.4507, 0.2742, 0.4488, 0.4193, 0.3645, 0.3560, 0.4815, 0.2918, -0.7370, -0.7622, -0.7450, -0.7389, -0.7438, -0.7804


*3*
Formula: H12O6
Source: the OMol25 dataset
Level of theory: ωB97M-V/def2-TZVPD

Element x y z (Å)
O: 0.49519 1.98337 2.01593
H: 0.45921 1.27158 2.67711
H: 1.34350 2.41373 2.13181
O: 0.45718 -1.67789 0.03005
H: 0.32453 -2.60387 0.07292
H: -0.38368 -1.31962 -0.26207
O: 0.38385 -0.69830 2.76047
H: -0.55794 -0.89383 2.86149
H: 0.44451 -0.80704 1.79208
O: -0.68698 0.56371 -2.70246
H: -0.36253 0.44687 -3.59995
H: 0.03737 0.74924 -2.07338
O: 0.72656 1.50517 -0.73537
H: 1.55361 1.14984 -0.41156
H: 0.43204 1.80359 0.13079
O: -1.34275 -1.63582 -1.43146
H: -2.29736 -1.69663 -1.39054
H: -1.01782 -0.83751 -1.90328

Its SMILES is O.O.O.O.O.O. As for the net charge: 0. As for the spin multiplicity: 1.

Charges obtained by Mulliken population analysis, quoted in units of e: -0.6955, 0.3662, 0.3133, -0.7070, 0.2541, 0.5077, -0.7549, 0.3199, 0.4092, -0.7271, 0.3360, 0.4094, -0.6460, 0.2863, 0.3292, -0.7290, 0.2949, 0.4333


Quick look at relative energies in hartree: *1* 0.0979; *2* 0.0181; *3* 0.0000.